ORCA calculation (wB97M-V/def2-TZVPD) on a single CH2FNO2S2 molecule in a non-equilibrium geometry.

XYZ file:
```
9
Properties=species:S:1:pos:R:3:lowdin_charge:R:1
O 0.99756 -1.63817 -0.08627 0.153
C 0.64346 -0.52866 0.00630 -0.563
O 1.59076 0.77679 -0.13430 -0.111
F 2.94438 0.39607 -0.04279 -0.075
N -0.56912 0.07770 0.09088 -0.758
S -0.85249 1.82877 0.22085 0.812
S -1.97474 -1.02949 -0.04439 0.739
H -1.13998 1.99702 -1.07106 -0.128
H -1.63984 -1.88004 1.06076 -0.069
```

* energy relative to the best compared isomer or geometry (same formula, charge and spin): 385.3 kJ/mol
* HOMO-LUMO gap: 0.358 hartree
* electronic energy: -31037.327 eV
* max |F|: 4.154 eV/Å
* SMILES: O=C(OF)N(S)S
* HOMO level: -10.0 eV


ORCA calculation (wB97M-V/def2-TZVPD) on C36H30NO10P4Ti as an isolated structure in a non-equilibrium geometry.

XYZ file:
```
82
Properties=species:S:1:pos:R:3:mulliken_spin:R:1
Ti 1.01319 0.53987 1.82594 0.955
O 4.49756 0.74963 3.78441 0.002
P 3.00950 0.98995 3.32688 0.041
O 1.86892 0.61013 4.22297 0.006
O 2.85515 0.77001 1.79118 -0.008
O 2.95737 2.64072 3.34889 0.000
P 1.44562 3.28984 3.26889 -0.007
O 0.90265 3.07927 4.74826 0.000
O 1.48215 4.70018 2.87500 -0.001
O 0.61146 2.32582 2.36717 0.038
H 4.59776 -0.22073 3.83922 0.004
H 1.07794 2.13740 4.96173 0.002
O -2.41482 -0.41503 -1.56316 0.008
C -2.32406 -1.73259 -2.01362 0.005
C -3.26275 -2.26419 -2.89000 0.001
C -3.11247 -3.56218 -3.35007 0.000
C -2.03927 -4.33068 -2.92193 0.000
C -1.15592 -3.81228 -1.98907 -0.002
C -1.28372 -2.50956 -1.50902 0.006
P -0.30247 -1.84813 -0.06546 -0.046
C 1.32364 -1.64685 -0.90856 -0.039
C 1.36735 -1.24025 -2.24668 0.021
C 2.57462 -0.97332 -2.86976 0.002
C 3.76597 -1.09071 -2.15989 0.001
C 3.73202 -1.47213 -0.82903 0.002
C 2.52100 -1.74693 -0.20129 0.097
C -0.14725 -3.44439 0.82960 0.020
C 0.89750 -4.35453 0.72542 0.018
C 0.88996 -5.52355 1.47572 -0.008
C -0.16356 -5.79904 2.33261 -0.002
C -1.20932 -4.89218 2.44973 0.000
C -1.19379 -3.72214 1.70765 -0.005
C -2.20851 0.62347 -2.45337 0.004
C -2.85867 0.71366 -3.67522 0.001
C -2.57692 1.77286 -4.52925 0.000
C -1.64880 2.72952 -4.16866 0.000
C -1.01643 2.64375 -2.93431 -0.002
C -1.31273 1.62218 -2.04016 0.031
P -0.37393 1.34920 -0.47722 0.055
C 0.61018 2.89841 -0.44838 -0.026
C 1.97143 2.72251 -0.67515 0.021
C 2.82766 3.81873 -0.71125 0.004
C 2.32453 5.09123 -0.51711 0.000
C 0.96492 5.27333 -0.28330 0.000
C 0.11259 4.18619 -0.25428 0.007
C -1.74614 1.59063 0.75697 -0.016
C -2.73787 2.54595 0.57480 0.006
C -3.67406 2.80136 1.56857 -0.002
C -3.66493 2.06357 2.74136 0.001
C -2.72674 1.05579 2.91320 -0.022
C -1.76895 0.82506 1.94309 -0.023
H -4.12689 -1.68751 -3.18212 0.000
H -3.84068 -3.97285 -4.03824 0.000
H -1.91180 -5.34257 -3.28514 0.000
H -0.34611 -4.42940 -1.62057 0.000
H 0.44737 -1.14594 -2.81307 -0.001
H 2.58594 -0.66697 -3.90894 0.000
H 4.71232 -0.88774 -2.64628 0.000
H 4.64898 -1.55565 -0.25935 0.000
H 2.53228 -2.04990 0.83839 -0.055
H 1.72021 -4.16148 0.04944 -0.002
H 1.71743 -6.21771 1.39287 0.001
H -0.16993 -6.71351 2.91292 0.000
H -2.02582 -5.09000 3.13307 0.000
H -2.00180 -3.00483 1.80810 -0.001
H -3.57606 -0.02937 -3.97753 0.000
H -3.09709 1.84161 -5.47660 0.000
H -1.41596 3.54804 -4.83745 0.000
H -0.28935 3.39412 -2.65591 0.000
H 2.36528 1.72274 -0.82854 -0.006
H 3.88553 3.66752 -0.88349 0.000
H 2.99081 5.94465 -0.52070 0.000
H 0.57254 6.26611 -0.10569 0.000
H -0.93959 4.33862 -0.05372 0.000
H -2.78319 3.10539 -0.35264 0.000
H -4.40173 3.59142 1.42832 0.000
H -4.39509 2.26256 3.51564 0.000
H -2.73588 0.44302 3.80536 -0.001
H -1.05643 0.01505 2.11726 0.033
O 2.98744 -1.55963 3.12950 0.261
N 1.81763 -2.02028 3.20533 0.672
O 0.85105 -1.16440 2.41574 -0.051
```

* spin multiplicity: 3
* HOMO-LUMO gap (spin up / spin down): 0.195 / 0.274 hartree
* <S²>: 2.0098
* charge: -1
* electronic energy: -120062.648 eV
* max |F|: 2.758 eV/Å
* HOMO level (spin up / spin down): -3.0 / -5.1 eV


ORCA calculation (wB97M-V/def2-TZVPD) on a 11-piece molecular cluster, C42H96BN6O22 overall in a non-equilibrium geometry.

XYZ file:
```
167
Properties=species:S:1:pos:R:3:lowdin_charge:R:1
O 2.09321 -3.13983 1.90776 0.154
C 1.57618 -2.80192 0.88767 -0.286
O 1.75652 -1.57766 0.28461 0.249
B 0.68941 -1.43251 -0.60870 -0.945
O 0.12763 -2.85543 -0.88286 0.164
C 0.48363 -3.66155 0.10171 -0.366
O 0.07302 -4.75689 0.41453 0.137
O 0.94405 -0.65619 -1.81183 0.178
C -0.00752 0.24282 -2.08359 -0.344
O -0.11506 0.93966 -3.04499 0.147
C -1.03022 0.04620 -0.89113 -0.353
O -0.46676 -0.74472 -0.03185 0.248
O -2.18873 0.38986 -0.85033 0.125
C 2.21172 -2.73844 -4.21847 -0.030
N 1.01093 -3.01747 -4.95404 -0.342
C -0.15078 -3.24356 -4.02403 0.025
C 0.66313 -1.70353 -5.60014 0.016
C 1.10669 -4.18971 -5.95439 -0.049
C 1.98663 -5.32163 -5.40462 -0.224
O 3.33623 -4.95747 -5.64023 -0.055
H 2.50949 -3.52373 -3.51904 0.120
H 2.05155 -1.79434 -3.64760 0.107
H 3.07151 -2.52794 -4.85619 0.124
H -1.07577 -3.18082 -4.62280 0.121
H -0.12932 -2.44087 -3.29839 0.086
H -0.06288 -4.16192 -3.43364 0.119
H -0.38354 -1.68598 -5.85459 0.103
H 1.14570 -1.70541 -6.60033 0.122
H 0.94650 -0.87492 -4.96882 0.094
H 1.69113 -3.78554 -6.78070 0.136
H 0.09783 -4.48503 -6.15177 0.131
H 1.71640 -6.24082 -5.94224 0.133
H 1.70744 -5.41118 -4.31709 0.131
H 3.97031 -5.46594 -5.12312 0.111
C 2.09211 4.41208 -5.61226 -0.001
N 0.71298 4.06298 -5.27674 -0.354
C 0.51200 4.19167 -3.81444 -0.018
C -0.22031 5.05491 -5.89723 0.011
C 0.28069 2.67406 -5.70349 -0.096
C 0.02146 2.38367 -7.20606 -0.217
O 1.24968 2.31228 -7.92122 -0.061
H 2.37845 5.40051 -5.22514 0.119
H 2.36650 4.24671 -6.64180 0.100
H 2.63411 3.63882 -5.07053 0.108
H -0.53905 4.50333 -3.60846 0.108
H 1.20514 4.94308 -3.39343 0.118
H 0.59101 3.29622 -3.18450 0.070
H 0.04316 6.08258 -5.58071 0.129
H -1.17513 4.73742 -5.50046 0.072
H -0.26015 4.89695 -6.95405 0.090
H -0.73522 2.60336 -5.26858 0.104
H 1.03185 1.97125 -5.23056 0.145
H -0.75525 2.98755 -7.74495 0.139
H -0.40984 1.36191 -7.05650 0.124
H 1.05279 1.75298 -8.66682 0.080
C 1.17461 -6.01847 5.93663 0.011
N 0.73457 -5.20968 4.79069 -0.371
C 1.47520 -5.52477 3.59638 -0.036
C -0.66781 -5.47852 4.55439 -0.017
C 0.90259 -3.71923 5.05234 -0.081
C 0.48519 -3.33936 6.47345 -0.213
O -0.80182 -3.80773 6.90283 -0.095
H 1.22504 -7.07083 5.67062 0.115
H 0.45740 -5.81254 6.70923 0.100
H 2.17485 -5.76007 6.23453 0.112
H 1.21847 -4.80087 2.81001 0.076
H 1.20966 -6.53216 3.22533 0.119
H 2.56218 -5.51983 3.74233 0.121
H -0.77264 -6.54203 4.22532 0.128
H -1.01065 -4.87572 3.71199 0.117
H -1.20947 -5.29581 5.42980 0.074
H 0.40789 -3.05405 4.39286 0.109
H 1.98022 -3.58212 4.89907 0.130
H 0.62836 -2.24281 6.54554 0.124
H 1.13716 -3.76460 7.23959 0.114
H -1.50152 -3.41204 6.31053 0.070
C 5.96711 0.62704 3.88952 -0.027
N 4.60174 0.89741 3.46089 -0.393
C 4.54998 2.16206 2.69215 -0.013
C 4.18425 -0.23059 2.59900 0.018
C 3.68520 1.09792 4.60444 -0.113
C 3.60856 -0.09987 5.59983 -0.278
O 2.93775 -1.19306 5.13189 -0.125
H 6.67075 0.62150 2.99591 0.134
H 6.00022 -0.25278 4.47203 0.078
H 6.34182 1.37009 4.61363 0.123
H 3.55453 2.18060 2.19265 0.095
H 5.34395 2.08282 1.88986 0.126
H 4.62464 3.14442 3.28989 0.146
H 4.06798 -1.11516 3.18459 0.088
H 5.02349 -0.34458 1.84139 0.131
H 3.26969 -0.01241 2.03930 0.113
H 2.63216 1.35064 4.28847 0.123
H 4.09511 1.89198 5.19208 0.120
H 3.17889 0.37517 6.52659 0.134
H 4.65188 -0.42345 5.97389 0.129
H 1.96562 -0.94862 4.82738 0.058
C -0.18550 2.73208 1.36454 0.045
N -0.65866 4.12877 1.02455 -0.377
C -0.98149 4.13007 -0.43817 0.016
C -1.87183 4.48234 1.74234 0.003
C 0.39141 5.09213 1.40672 -0.103
C 1.71914 4.99129 0.64881 -0.205
O 2.70573 4.12678 1.24717 -0.123
H 0.67053 2.39462 0.83353 0.093
H -1.06841 2.09496 1.24419 0.104
H 0.09878 2.76428 2.41450 0.085
H -1.28660 5.11242 -0.78253 0.121
H -1.79695 3.40411 -0.52519 0.093
H -0.11295 3.73213 -0.90176 0.054
H -1.66107 4.52753 2.76769 0.093
H -2.61712 3.68820 1.46926 0.117
H -2.16900 5.50377 1.34569 0.139
H 0.52527 5.04575 2.47387 0.141
H -0.08213 6.03453 1.19869 0.124
H 2.14907 6.00378 0.62481 0.123
H 1.60952 4.72735 -0.42646 0.107
H 3.21719 3.80528 0.43470 0.037
C -4.21402 0.60352 1.61056 -0.039
N -5.10758 0.00417 0.67529 -0.356
C -4.79555 -1.42395 0.66093 0.001
C -6.39283 0.34978 1.29247 -0.029
C -5.17297 0.45190 -0.74569 -0.116
C -5.57695 1.88675 -1.02463 -0.270
O -4.62671 2.87336 -0.87076 -0.092
H -3.29006 0.06640 1.62252 0.085
H -4.62730 0.51987 2.62169 0.120
H -4.04444 1.63849 1.31085 0.106
H -5.54065 -1.90948 0.03183 0.115
H -4.79193 -1.76648 1.72754 0.087
H -3.77295 -1.51608 0.29115 0.114
H -6.48481 -0.34709 2.10793 0.107
H -7.28431 0.19612 0.62827 0.130
H -6.50206 1.35799 1.74486 0.130
H -5.96204 -0.10150 -1.20964 0.125
H -4.30512 0.11267 -1.26982 0.095
H -6.47660 2.10688 -0.47134 0.108
H -5.90050 1.83992 -2.05265 0.104
H -4.16473 3.20066 -1.74432 0.084
C -1.54594 0.50203 4.51452 0.002
C -0.00406 0.48479 4.37553 -0.629
O 0.66410 1.52501 4.16736 -0.070
O 0.48998 -0.70365 4.42376 -0.075
H -2.08323 -0.39650 4.28680 0.032
H -1.93814 1.36086 3.93068 0.059
H -1.79737 0.76930 5.55090 0.081
C -3.70437 1.47336 -3.90435 -0.007
C -3.06582 2.82110 -3.83609 -0.748
O -2.85636 3.32263 -2.73210 -0.036
O -2.64812 3.28456 -4.92241 -0.067
H -3.28903 0.91285 -3.07956 0.050
H -3.49378 1.01151 -4.88850 0.082
H -4.80826 1.64107 -3.82078 0.088
C 3.39194 1.18809 -2.35346 0.002
C 2.84392 2.42920 -1.57050 -0.734
O 1.64707 2.66711 -1.58769 -0.055
O 3.67115 3.09017 -0.94503 -0.028
H 3.24867 0.36063 -1.65677 0.058
H 4.46734 1.43896 -2.51638 0.083
H 2.82718 0.93434 -3.27109 0.056
C -4.41920 -4.16124 3.59261 -0.008
C -3.48413 -2.99837 3.88598 -0.685
O -3.45479 -1.94067 3.20327 -0.077
O -2.65212 -3.21402 4.82637 -0.086
H -3.79227 -5.03069 3.53782 0.059
H -4.86788 -3.99318 2.61847 0.059
H -5.10530 -4.31314 4.38710 0.066
```

* HOMO-LUMO gap: 0.264 hartree
* charge: +1
* electronic energy: -99766.887 eV
* max |F|: 3.136 eV/Å
* HOMO level: -9.2 eV


ORCA calculation (wB97M-V/def2-TZVPD) on C17H23LaN5O4S2 as an isolated structure in a non-equilibrium geometry.

XYZ file:
```
52
Properties=species:S:1:pos:R:3:lowdin_charge:R:1
C 3.16941 -0.61725 2.19240 0.008
C 2.67516 -0.28008 0.77996 -0.283
C 2.48001 1.28143 0.61268 -0.184
O 1.75038 1.71500 1.72916 -0.028
C 2.17215 2.97501 2.17987 -0.468
O 3.29383 3.07516 2.59533 0.159
C 1.26809 4.19312 2.14848 -0.311
S -0.24441 4.02017 3.20341 1.041
C -1.01011 2.54002 2.54536 -0.507
C -0.97212 1.32255 3.33826 -0.100
N -1.46782 0.17486 2.98508 0.179
C -2.04002 0.25696 1.73834 -0.194
C -2.59416 -0.90322 1.20515 0.087
C -3.19652 -0.94943 -0.07553 -0.133
C -3.77645 -2.19690 -0.68950 -0.027
C -2.69857 -2.72647 -1.76154 -0.612
N -1.40863 -2.04396 -1.63417 0.121
N -2.61553 -4.16669 -1.55609 0.136
N -3.14442 -2.55088 -3.14289 0.114
C -3.27827 0.27948 -0.86929 0.002
C -2.75621 1.40392 -0.35434 0.026
C -2.11758 1.44538 0.94940 -0.162
N -1.59717 2.61499 1.35752 0.154
O 3.67459 -0.80720 -0.16575 -0.056
C 3.11686 -0.98208 -1.47464 -0.479
O 2.41627 -1.90994 -1.68663 0.191
C 3.52263 0.08975 -2.58468 -0.662
S 2.43357 -0.10004 -4.03515 0.873
H 2.38206 -0.48845 2.94358 0.105
H 4.05158 -0.00862 2.44447 0.103
H 3.49224 -1.66969 2.22881 0.112
H 1.73410 -0.82635 0.61792 0.160
H 1.83901 1.40622 -0.28638 0.136
H 3.46976 1.82706 0.51358 0.062
H 1.79721 5.10540 2.44749 0.110
H 0.89085 4.37075 1.12459 0.097
H -0.46538 1.37243 4.30882 0.131
H -2.57368 -1.82495 1.79574 0.148
H -4.69090 -1.88027 -1.21113 0.134
H -3.97645 -2.94689 0.08091 0.129
H -0.85179 -2.22275 -2.47022 0.097
H -0.85786 -2.40918 -0.86173 0.089
H -2.56825 -4.62850 -2.45957 0.105
H -1.82649 -4.41857 -0.96926 0.097
H -2.67211 -1.74616 -3.54460 0.086
H -4.14589 -2.40012 -3.18750 0.097
H -3.75022 0.24798 -1.85084 0.133
H -2.81019 2.32211 -0.94387 0.136
H 4.62408 -0.08679 -2.84560 0.060
H 3.32447 1.14507 -2.11605 -0.090
H 1.48100 0.83628 -3.78179 -0.080
La 5.04789 1.77029 -1.50757 1.956
```

* HOMO-LUMO gap: 0.068 hartree
* charge: +3
* electronic energy: -56136.376 eV
* max |F|: 3.903 eV/Å
* HOMO level: -15.1 eV


ORCA calculation (wB97M-V/def2-TZVPD) on C4H6O2 as an isolated structure.

XYZ file:
```
12
Properties=species:S:1:pos:R:3:lowdin_charge:R:1
C -0.25493 -1.70616 -0.52080 0.036
O -1.60895 -0.86372 -0.34750 0.088
C -0.54102 -0.47947 0.21516 -0.396
C -0.15140 0.58694 1.19182 -0.139
O 1.03809 1.01699 0.59123 -0.149
C 0.76192 0.77022 -0.80089 -0.121
H 0.43998 -0.61636 -1.10393 0.133
H -0.41655 -2.64000 0.02893 0.072
H 0.01732 0.21435 2.20931 0.139
H -0.93474 1.36188 1.20575 0.139
H 0.13249 1.55906 -1.23779 0.097
H 1.71980 0.73886 -1.33400 0.100
```

* energy relative to the best compared isomer or geometry (same formula, charge and spin): 739.5 kJ/mol
* HOMO-LUMO gap: 0.329 hartree
* electronic energy: -8332.797 eV
* max |F|: 0.354 eV/Å
* HOMO level: -8.4 eV


ORCA calculation (wB97M-V/def2-TZVPD) on C17H29BN3O4S2Ti as an isolated structure in a non-equilibrium geometry.

XYZ file:
```
57
Properties=species:S:1:pos:R:3:mulliken_spin:R:1
Ti 0.27119 -0.90438 -0.10056 0.951
C 4.29369 -2.51858 0.11704 0.002
S 2.78989 -1.80868 0.84544 -0.002
O 1.90179 -1.57088 -0.40306 0.015
C 3.31519 -0.10568 1.13354 0.008
C 3.25289 0.43132 2.41334 -0.002
C 3.57869 1.76582 2.60744 -0.001
C 3.95809 2.54952 1.52874 0.002
C 4.03619 2.00212 0.25664 -0.002
C 3.70739 0.67322 0.05064 0.007
H 4.49759 -2.07268 -0.85206 0.000
H 4.14089 -3.58938 0.00804 0.000
H 5.11739 -2.34398 0.80174 0.000
H 2.98529 -0.19098 3.25584 0.000
H 3.55829 2.18282 3.60184 0.000
H 4.20859 3.58822 1.67134 0.000
H 4.37919 2.60712 -0.56836 0.000
H 3.76119 0.23922 -0.93936 0.000
O 0.27869 -1.67508 2.48984 0.002
H 0.54439 -1.46098 3.39464 0.002
H -0.17531 -2.52888 2.55244 0.002
C -4.21781 -2.62968 0.38744 0.001
C -3.41331 -2.26948 -0.86026 -0.009
C -4.19841 -2.67088 -2.09926 0.000
O -2.18761 -3.03818 -0.81536 -0.014
B -1.15331 -2.33508 -0.40576 -0.004
O -1.58991 -0.93468 -0.21806 0.016
C -2.88781 -0.78708 -0.84316 -0.008
C -3.70091 0.20552 -0.02016 0.003
C -2.61561 -0.24308 -2.24976 0.013
H -4.39001 -3.70188 0.39834 0.000
H -5.18121 -2.13058 0.37584 0.000
H -3.67651 -2.36688 1.29374 0.000
H -4.51121 -3.70628 -1.99706 0.000
H -3.60411 -2.59538 -3.00316 0.000
H -5.08551 -2.05308 -2.19646 0.000
H -3.68761 -0.06478 1.03414 -0.001
H -4.72961 0.25012 -0.36606 0.001
H -3.26351 1.19862 -0.12306 0.000
H -1.98411 -0.94478 -2.79916 0.002
H -2.09671 0.71662 -2.17276 -0.001
H -3.54281 -0.08658 -2.79246 0.000
C 1.63069 2.22302 -2.67946 -0.001
C 1.17579 3.23592 -1.63336 0.000
C 0.60449 2.58132 -0.43196 -0.005
N 0.52389 1.30252 -0.24306 -0.013
N -0.03471 0.93892 0.93904 0.013
C -0.43841 1.96342 1.65344 0.015
N -1.05991 1.85252 2.82684 0.003
S -0.06791 3.50012 0.90194 0.007
H 2.02589 2.74902 -3.54396 0.000
H 0.79809 1.59422 -2.99936 -0.001
H 2.41709 1.58782 -2.27916 0.000
H 0.42329 3.90732 -2.05906 0.000
H 2.01649 3.86892 -1.33026 0.001
H -1.37001 0.94332 3.13674 0.000
H -1.32821 2.67012 3.34914 0.000
```

* spin multiplicity: 2
* HOMO-LUMO gap (spin up / spin down): 0.296 / 0.312 hartree
* <S²>: 0.7542
* charge: +2
* electronic energy: -76209.165 eV
* max |F|: 3.037 eV/Å
* HOMO level (spin up / spin down): -14.1 / -14.4 eV